Here is C2H4N4O4S3 in the gas phase at a distorted geometry from the Open Molecules 2025 dataset. Energies are from wB97M-V/def2-TZVPD.

Geometry as XYZ:
```
17
Properties=species:S:1:pos:R:3:forces:R:3
C 0.3440 0.7423 -0.2259 0.1 0.6 -3.4
C -0.3794 0.1300 -1.2697 -0.2 0.5 1.6
N 1.2775 1.6011 -0.7155 0.1 0.2 -0.2
N 1.3192 1.6818 -2.0023 0.4 0.0 0.5
N 1.4673 1.2945 2.0727 0.9 0.1 -2.1
N -0.6680 -2.4014 -0.6507 -1.6 0.6 -2.6
O -0.9462 1.4248 1.8024 -0.9 0.0 1.2
O 0.3178 -0.7898 1.6544 -0.9 -1.6 0.8
O -2.4445 -0.8315 0.1856 0.7 0.3 0.2
O -2.4364 -1.1634 -2.2208 0.7 -0.4 -0.5
S 0.2297 0.7087 -2.7396 -0.7 -0.3 0.5
S 0.1617 0.6118 1.4843 0.8 -0.3 -1.2
S -1.7010 -1.0700 -1.0050 0.8 -1.1 -0.2
H 1.2993 1.6316 2.9511 -0.1 1.4 2.6
H 2.4016 1.0249 1.7971 -0.3 -0.2 0.2
H -0.3511 -2.0748 0.2181 1.2 -0.1 1.9
H 0.1086 -2.5207 -1.3362 -0.9 0.3 0.7
```
Positions in Å, forces in eV/Å.

Properties
- M (g/mol) = 244.28
- HOMO-LUMO gap (eV) = 9.91
- LUMO level (eV) = -0.926
- ΔE to the lowest compared entry with this formula, charge and spin (kcal per mole) = 0.0